Entry 1:
{
  "formula": "C4H15N2O",
  "method": "ωB97M-V with the def2-TZVPD basis set",
  "species": ["C", "N", "C", "C", "N", "C", "H", "H", "H", "H", "H", "H", "H", "H", "H", "H", "H", "H", "H", "H", "H", "O"],
  "positions_angstrom": [[0.740, 0.495, -1.633], [-0.302, 1.478, -0.852], [0.279, 2.872, -0.532], [0.658, -0.672, -0.563], [-0.620, -0.720, 0.324], [-1.389, -1.987, 0.084], [0.325, 0.334, -2.642], [1.562, 1.098, -1.745], [-1.070, 1.646, -1.490], [0.269, 3.454, -1.470], [-0.435, 3.495, 0.142], [1.288, 3.116, -0.082], [0.737, -1.629, -1.211], [1.523, -0.691, 0.146], [-1.251, 0.130, 0.373], [-0.362, -0.711, 1.317], [-1.992, -2.155, -0.964], [-0.579, -2.759, 0.211], [-2.042, -2.274, 0.982], [1.391, -0.916, 3.417], [0.570, -2.254, 3.299], [0.701, -1.349, 2.888]],
  "mulliken_charge": [-0.6455, -0.4358, -0.9692, -0.3379, -0.0810, -0.9399, 0.3343, 0.3603, 0.2518, 0.3546, 0.3058, 0.3309, 0.3810, 0.2801, 0.4801, 0.3189, 0.2877, 0.4086, 0.3463, 0.3057, 0.3119, -0.6486],
  "lumo_energy_ha": -0.1028,
  "de_lowest_kj_mol": 324.90,
  "max_force_ha_per_bohr": 0.1242,
  "charge": 1,
  "orbital_gap_ev": 10.3,
  "total_energy_ha": -345.8220
}


Entry 2:
{
  "formula": "C14H20AlBr2Cl4F9LiNaO8PS",
  "method": "ωB97M-V with the def2-TZVPD basis set",
  "species": ["O", "C", "O", "C", "C", "C", "P", "O", "O", "S", "H", "H", "H", "H", "H", "H", "H", "Li", "C", "C", "C", "F", "F", "F", "F", "O", "C", "C", "F", "F", "F", "F", "H", "H", "H", "H", "Br", "C", "C", "Br", "H", "H", "H", "H", "F", "C", "C", "O", "O", "H", "H", "H", "Na", "Al", "Cl", "O", "H", "C", "Cl", "Cl", "Cl", "H"],
  "positions_angstrom": [[-2.086, -0.619, 2.871], [-1.531, -1.092, 1.853], [-0.145, -1.166, 1.580], [0.118, -1.199, 0.154], [-1.299, -0.816, -0.492], [-2.162, -1.694, 0.538], [-4.017, -1.776, 0.325], [-4.293, -2.978, -0.867], [-4.680, -0.332, -0.218], [-4.856, -2.435, 1.970], [1.034, -0.685, -0.238], [0.178, -2.304, -0.108], [-1.486, -1.143, -1.560], [-1.397, 0.294, -0.264], [-1.840, -2.776, 0.572], [-3.575, -3.633, -0.739], [-5.671, -0.451, -0.158], [-0.882, -1.203, 4.211], [0.764, 4.920, -1.833], [-0.046, 3.789, -2.513], [-0.612, 2.704, -1.590], [0.328, 2.047, -0.911], [-1.275, 1.774, -2.320], [0.695, 3.252, -3.494], [-1.133, 4.394, -3.143], [2.190, 4.822, -1.830], [2.814, 4.047, -0.825], [3.522, 2.806, -1.385], [2.681, 2.018, -2.087], [4.020, 2.053, -0.381], [1.924, 3.762, 0.137], [3.730, 4.849, -0.255], [0.574, 5.818, -2.432], [0.378, 5.164, -0.838], [-1.324, 3.130, -0.873], [4.342, 3.094, -2.047], [-0.622, -4.684, -2.136], [-2.115, -4.444, -3.367], [-1.789, -3.438, -4.439], [-1.880, -1.617, -3.750], [-2.979, -4.165, -2.769], [-2.284, -5.429, -3.804], [-2.530, -3.480, -5.238], [-0.795, -3.566, -4.865], [-0.864, 1.313, 2.543], [4.090, -2.625, 4.020], [2.905, -2.255, 4.910], [1.798, -2.199, 4.330], [3.194, -2.056, 6.103], [3.774, -2.789, 2.976], [4.829, -1.823, 4.033], [4.561, -3.545, 4.393], [-2.411, 5.873, -2.517], [3.916, -4.853, 3.488], [-6.749, 0.893, -1.240], [-8.781, -1.315, -2.610], [-8.181, -0.632, -2.285], [5.559, 1.775, 4.345], [4.654, 1.829, 2.826], [5.111, 0.345, 5.284], [7.300, 1.795, 4.032], [5.306, 2.658, 4.926]],
  "mulliken_charge": [-0.7954, 0.3480, -0.1608, -0.3940, 0.7945, 0.0791, 0.8623, -0.4994, -0.4469, -0.3515, 0.2970, 0.2173, -1.2252, 0.4251, 0.2681, 0.2765, 0.3747, 0.9005, -0.8992, 1.0219, 0.2565, -0.2137, -0.2882, -0.2290, -0.4277, -0.4381, 0.7207, 0.2121, -0.2047, -0.2016, -0.2694, -0.2897, 0.4140, 0.4422, 0.2047, 0.2185, -0.1271, -0.2824, -0.6825, -0.1051, 0.0817, 0.3894, 0.3445, 0.4117, -0.7576, -0.1270, 0.5589, -0.6802, -0.6707, -0.0451, 0.3386, 0.2021, 1.0224, 0.4171, -0.4041, -0.2346, 0.3252, -0.0355, -0.0480, -0.0853, -0.1325, 0.3266],
  "lumo_energy_ha": -0.2778,
  "max_force_ha_per_bohr": 0.0979,
  "charge": 1,
  "orbital_gap_ev": 1.8,
  "total_energy_ha": -10186.2280
}